No. 1
{
  "formula": "C28H30CdN7O3",
  "method": "ωB97M-V/def2-TZVPD",
  "symbols": ["Cd", "N", "O", "O", "O", "N", "C", "C", "C", "C", "H", "H", "H", "H", "H", "N", "C", "C", "C", "C", "H", "H", "H", "H", "H", "N", "C", "C", "C", "C", "C", "H", "H", "H", "H", "H", "N", "C", "C", "C", "C", "C", "H", "H", "H", "H", "H", "N", "C", "C", "C", "C", "C", "H", "H", "H", "H", "H", "N", "C", "C", "C", "C", "C", "H", "H", "H", "H", "H"],
  "coordinates": [[12.50003, -9.80066, -3.89603], [9.85124, -8.25399, -8.40385], [10.58079, -8.70489, -7.45284], [10.03977, -8.53871, -9.51290], [8.86322, -7.65271, -8.05491], [16.47104, -5.56299, -13.49534], [16.42159, -4.22173, -13.86942], [15.07971, -3.80703, -13.86323], [14.29658, -4.83455, -13.43992], [15.13779, -5.89400, -13.23705], [17.28227, -6.16008, -13.56943], [17.32376, -3.74279, -14.22029], [14.67593, -2.85285, -14.16802], [13.23766, -4.95624, -13.26587], [14.97054, -6.85630, -12.77620], [3.96249, -8.87133, -11.87612], [3.04045, -7.86055, -11.68068], [1.81847, -8.54494, -11.99868], [2.07608, -9.92835, -12.30354], [3.44297, -10.08059, -12.16293], [4.96618, -8.76249, -11.90547], [3.28110, -6.84394, -11.40686], [0.86542, -8.04313, -12.07803], [1.37763, -10.69680, -12.60028], [4.24795, -10.78526, -12.31076], [8.87418, -12.61989, -2.62746], [9.03050, -13.83759, -1.95570], [7.95702, -14.71585, -1.62645], [6.63811, -14.42354, -1.95343], [6.42928, -13.17104, -2.52627], [7.55643, -12.33994, -2.83052], [10.04589, -14.04048, -1.64876], [8.17543, -15.67971, -1.19095], [5.87634, -15.13565, -1.67234], [5.42546, -12.87015, -2.78745], [7.38680, -11.31762, -3.13463], [10.13409, -6.26334, -1.81729], [9.71963, -4.99764, -2.34795], [9.18297, -3.96989, -1.62617], [8.94322, -4.14696, -0.26084], [9.14007, -5.39914, 0.24330], [9.86573, -6.36733, -0.45391], [10.08162, -4.90240, -3.36101], [8.96090, -2.98367, -2.00624], [8.54617, -3.49525, 0.50338], [8.96698, -5.69793, 1.26661], [10.13278, -7.31018, 0.00009], [15.90994, -6.45290, -4.68457], [16.43646, -5.81902, -3.61069], [17.40383, -4.87881, -3.59219], [17.92483, -4.47799, -4.80359], [17.61206, -5.06904, -5.96455], [16.56159, -6.02993, -5.85038], [15.98417, -6.03499, -2.65404], [17.75075, -4.33466, -2.72621], [18.73618, -3.76800, -4.74015], [17.87983, -4.66137, -6.92813], [16.24141, -6.53379, -6.75039], [14.58748, -13.34640, -5.82463], [15.87459, -13.77513, -5.58461], [16.46344, -14.91887, -6.12279], [15.56910, -15.79093, -6.81823], [14.27386, -15.44149, -7.10267], [13.85854, -14.18876, -6.67618], [16.45589, -13.17138, -4.90345], [17.50919, -15.18777, -6.10048], [15.92793, -16.76444, -7.11807], [13.68113, -16.14427, -7.66940], [12.89805, -13.84346, -7.02921]],
  "forces_ev_per_angstrom": [[-0.1838, 0.0890, -0.2435], [-0.5068, -0.9603, 4.2365], [0.2515, 0.3804, -0.8190], [1.5471, -0.8763, -3.9397], [-1.1394, 1.3616, 0.7044], [-2.1367, 2.0788, -0.2637], [-0.0917, -0.7639, -0.4465], [1.3743, 1.8126, -0.6479], [-0.5221, -2.0721, 0.5980], [1.7493, -1.9393, 0.8108], [-0.3598, 0.0647, 0.2208], [-0.2020, 0.1860, 0.0936], [0.4679, 0.1360, 0.0540], [0.0494, 0.5224, -0.1336], [-0.3425, -0.0371, -0.2720], [1.4118, 1.6151, 0.9179], [-1.3589, -3.0551, -1.3716], [0.5932, 0.3033, 0.0745], [0.0206, 1.1629, 0.4409], [0.4343, 0.6835, -0.4795], [-0.1886, 0.3084, 0.3762], [-0.0060, -0.2342, -0.1265], [-0.0324, -0.1766, 0.2176], [-0.0260, 0.2193, 0.1402], [-0.8203, -0.8220, -0.1731], [-1.9953, -2.4524, 1.7193], [-1.3723, 1.1420, -0.8441], [1.3879, 0.5111, -0.5896], [1.0926, 0.9820, -0.0009], [1.0833, 0.0263, -0.3215], [0.0607, -0.4199, 0.6422], [0.0474, -0.3154, -0.1183], [0.2287, 0.0657, 0.2517], [-0.2840, 0.1802, -0.2465], [0.0573, 0.3547, 0.0164], [-0.2172, -0.0116, -0.5329], [-1.3520, 2.9794, 2.1352], [1.9596, -3.1323, 0.6065], [-0.2769, 0.9777, 1.1267], [-0.6647, -1.1052, 0.2427], [1.7715, -1.5754, 0.7350], [-0.6234, 0.1826, -3.6187], [-0.5405, 0.2608, -0.2465], [0.1970, -0.1131, -0.6205], [-0.1663, 0.9291, -0.7560], [-0.3247, 0.5447, 0.2657], [0.0821, -0.0436, 0.0920], [2.8233, 1.9499, -1.9257], [-1.9091, -1.1546, 0.9173], [0.7372, 1.0543, -0.7263], [2.2725, 1.0453, 1.4359], [-3.0751, -1.4009, -0.5838], [-0.4620, -0.7257, 0.8972], [-0.2653, -0.4232, 0.1096], [-0.2628, -0.4156, 0.3552], [-0.0656, 0.4604, -0.3029], [0.3941, -0.4226, -0.0605], [-0.2537, -0.0330, -0.0904], [0.3990, -2.5969, -1.7350], [-0.9225, 0.2382, -0.2677], [-2.2875, -0.7908, -1.0737], [1.7860, 0.3402, 0.7567], [0.5308, 0.4800, 0.3540], [0.8396, 1.2633, 1.3315], [-0.0157, 0.3356, -0.0283], [0.0033, 0.2205, 0.5585], [0.1527, -0.0390, -0.1976], [-0.3849, 0.3174, -0.0081], [-0.1674, 0.3427, 0.3771]],
  "total_energy_ev": -50639.2906,
  "total_charge": 1,
  "homo_energy_ev": -9.90,
  "relative_energy_kj_mol": 1004.52,
  "fmax_ev_per_a": 4.37,
  "orbital_gap_ev": 1.3737
}

No. 2
{
  "formula": "C28H30Cl4N5O2OsSSi2",
  "method": "ωB97M-V/def2-TZVPD",
  "symbols": ["Os", "Cl", "C", "C", "Cl", "C", "Cl", "C", "O", "C", "O", "C", "Cl", "C", "Si", "C", "C", "C", "C", "C", "C", "C", "C", "N", "Si", "C", "C", "C", "H", "H", "H", "H", "H", "H", "H", "H", "H", "H", "H", "H", "H", "H", "H", "H", "H", "H", "H", "H", "H", "H", "N", "C", "C", "C", "C", "N", "C", "C", "H", "H", "H", "H", "S", "C", "N", "C", "C", "C", "N", "H", "H", "H", "H"],
  "coordinates": [[-0.32469, 0.55683, -0.36202], [-6.87049, -1.26367, -0.43772], [-5.41439, -0.36637, -0.59252], [-5.47639, 1.03353, -0.66662], [-6.98759, 1.82893, -0.53412], [-4.31409, 1.77453, -0.82142], [-4.36849, 3.49053, -0.88072], [-3.06219, 1.14203, -0.87182], [-1.95539, 1.76693, -1.00632], [-2.98809, -0.30317, -0.74132], [-1.81279, -0.82837, -0.70502], [-4.19029, -1.02337, -0.62122], [-4.13949, -2.73487, -0.44722], [1.45671, -1.51677, -3.00022], [2.32201, -0.02937, -2.18102], [1.59031, 1.43743, -3.17372], [4.21491, -0.09147, -2.38722], [1.85241, 0.37333, -0.33042], [1.92681, 1.84513, -0.27132], [2.97241, 2.75463, -0.34712], [2.66541, 4.10243, -0.30462], [1.33551, 4.50783, -0.20012], [0.34171, 3.55003, -0.12112], [0.65611, 2.25543, -0.13362], [2.52971, -0.14477, 1.43868], [4.39991, -0.45887, 1.20648], [2.28231, 1.37763, 2.57328], [1.69371, -1.59127, 2.35398], [1.43761, -1.34977, -4.07372], [0.42441, -1.61297, -2.67082], [1.95871, -2.46267, -2.83832], [1.66731, 1.25533, -4.24072], [2.08151, 2.38363, -2.97412], [0.52781, 1.56103, -2.94472], [4.45681, -0.29877, -3.42502], [4.68201, -0.86397, -1.78722], [4.68461, 0.85383, -2.13332], [3.98661, 2.40543, -0.43482], [3.45261, 4.83823, -0.36992], [1.08091, 5.55453, -0.17162], [-0.70749, 3.80623, -0.06072], [4.90231, 0.38463, 0.74468], [4.60661, -1.33607, 0.60368], [4.85641, -0.61457, 2.17908], [2.96571, 2.18923, 2.34088], [2.44591, 1.11233, 3.61308], [1.27001, 1.76813, 2.49738], [2.21871, -2.52837, 2.21648], [0.66401, -1.73117, 2.04978], [1.68281, -1.37777, 3.41798], [1.35001, -7.77357, -0.38522], [1.12481, -6.65217, -0.36722], [0.85951, -5.25837, -0.35352], [-0.44449, -4.77097, -0.35992], [-0.62869, -3.39807, -0.33882], [0.36691, -2.52517, -0.32752], [1.60741, -2.99377, -0.33682], [1.91211, -4.34257, -0.34292], [-1.28479, -5.44707, -0.38132], [-1.62269, -2.98207, -0.33932], [2.39781, -2.26017, -0.33862], [2.93371, -4.68437, -0.34492], [-1.28149, 0.06623, 2.14678], [-2.71879, 0.92473, 2.18568], [-3.87419, 0.23683, 2.49738], [-5.05079, 0.87433, 2.64308], [-5.09859, 2.23123, 2.48898], [-3.88919, 2.88093, 2.14898], [-2.76049, 2.24713, 1.99608], [-3.79449, -0.76677, 2.62778], [-5.91399, 0.27163, 2.88328], [-6.00889, 2.78893, 2.61338], [-3.86189, 3.95183, 2.01288]],
  "forces_ev_per_angstrom": [[-0.8577, -0.5679, -0.0888], [0.0495, -0.0094, 0.0584], [0.1766, -0.3733, -0.0096], [0.2277, 0.2985, -0.1105], [-0.0049, 0.0113, -0.0370], [-0.2722, 0.0499, -0.0239], [0.1127, 0.0180, -0.1542], [-0.8925, -1.2843, 0.0564], [1.4087, -0.0036, 0.3982], [-0.8994, 1.0856, -0.0639], [0.7448, 0.0143, -0.1198], [-0.3165, -0.1249, -0.0629], [0.0813, 0.0480, -0.0213], [0.3270, 0.3986, 0.3513], [0.0252, 0.0238, -0.5062], [0.2522, -0.3585, 0.4825], [-0.7400, -0.0142, 0.0412], [-0.6303, -0.7109, 0.0266], [0.1728, 0.2645, 0.1369], [-0.1855, 0.0773, -0.0340], [-0.1058, -0.2104, -0.0233], [-0.1379, -0.2607, 0.1020], [-0.2684, 0.8159, 0.0259], [0.9245, 0.9049, -0.0909], [0.3612, 0.0531, 0.2616], [-0.7943, 0.0928, 0.2316], [0.1081, -0.3767, -0.5260], [0.2312, 0.4762, -0.3851], [0.0997, 0.1826, -0.1777], [-0.0636, -0.0112, 0.0376], [0.0544, -0.2063, 0.0865], [0.0381, -0.1574, -0.1779], [0.0746, 0.2099, 0.0630], [-0.0707, 0.0113, -0.0663], [-0.0048, -0.0347, -0.2436], [0.0256, -0.1850, 0.1614], [0.0269, 0.1912, 0.0776], [0.1538, -0.0648, -0.0431], [0.0567, 0.0727, 0.0290], [-0.0933, 0.0521, -0.0193], [-0.0108, -0.0755, 0.0477], [0.0379, 0.2015, -0.1129], [-0.0145, -0.2181, -0.1372], [0.0942, -0.0474, 0.2219], [0.1253, 0.0934, -0.0628], [0.0420, -0.2064, 0.1482], [-0.1795, 0.0075, 0.0197], [0.1047, -0.2123, -0.0820], [-0.1362, -0.1073, -0.0846], [0.1125, 0.1737, 0.1960], [0.0890, -0.5096, 0.0064], [0.0293, -0.2143, -0.0231], [-0.1681, 0.9371, -0.0153], [0.3081, -0.1152, 0.0307], [-0.2305, -0.2261, 0.0130], [0.1045, 0.2895, 0.0427], [-0.0435, -0.4249, 0.0348], [-0.1284, -0.0402, -0.0133], [-0.0742, -0.0187, 0.0168], [0.0352, -0.0422, 0.0148], [0.2003, 0.0709, -0.0028], [0.1368, -0.0192, 0.0019], [0.7137, -0.3341, -0.2149], [-0.4435, -0.2870, 0.2330], [0.3661, 0.5362, -0.1356], [-0.1868, 0.3865, 0.0561], [0.3382, 0.0062, -0.0256], [-0.8226, -0.2377, 0.3463], [0.4543, 0.0937, -0.0919], [-0.0158, 0.1230, -0.0715], [-0.0161, -0.0702, 0.0142], [-0.1667, -0.0330, -0.0021], [-0.0506, 0.1219, -0.0110]],
  "multiplicity": 5,
  "total_energy_ev": -120209.7211,
  "total_charge": 1,
  "homo_energy_ev": [-10.85, -10.86],
  "relative_energy_kj_mol": 81.86,
  "fmax_ev_per_a": 1.57,
  "orbital_gap_ev": [7.4574, 5.6178]
}

No. 3
{
  "formula": "C28H30ClN6PTl",
  "method": "ωB97M-V/def2-TZVPD",
  "symbols": ["Tl", "C", "N", "C", "C", "N", "N", "C", "N", "N", "H", "H", "H", "H", "H", "H", "H", "H", "H", "H", "H", "Cl", "C", "C", "C", "C", "C", "C", "P", "C", "C", "C", "C", "C", "C", "C", "C", "C", "C", "C", "C", "H", "H", "H", "H", "H", "H", "H", "H", "H", "H", "H", "H", "H", "H", "N", "C", "C", "C", "C", "C", "C", "H", "H", "H", "H", "H"],
  "coordinates": [[0.40458, 1.84504, 1.80030], [0.57154, 5.31666, 1.03200], [0.83957, 4.67200, -0.26624], [2.24716, 4.45657, -0.49727], [-0.08109, 3.86695, -0.93280], [0.15334, 2.81833, -1.65787], [-1.45962, 4.26719, -0.82054], [-2.39670, 3.23880, -0.28366], [-3.33771, 2.88042, -1.25240], [-2.23946, 2.90216, 0.91712], [0.69368, 6.38957, 0.92390], [1.25707, 4.87488, 1.67844], [-0.46501, 5.12689, 1.38585], [2.72202, 5.48475, -0.53276], [2.44649, 4.12568, -1.50891], [2.70443, 3.84780, 0.28233], [1.11227, 2.52094, -1.64154], [-1.51558, 5.01179, -0.11717], [-2.90503, 2.95952, -2.20962], [-3.81454, 2.04821, -0.93814], [-2.92857, 2.24042, 1.32625], [3.58421, 1.32721, -0.46533], [4.05468, -0.48528, -0.63867], [5.20431, -0.61491, -1.37525], [5.65256, -1.90604, -1.59312], [4.90078, -2.95046, -0.99596], [3.71292, -2.71098, -0.30230], [3.25032, -1.42502, -0.07917], [0.45144, -0.85362, 0.73187], [0.34343, -2.55446, 1.50243], [1.37947, -3.14288, 2.24351], [1.23458, -4.33400, 2.90545], [0.04768, -5.03220, 2.79754], [-0.99150, -4.49760, 2.05178], [-0.86653, -3.25107, 1.46509], [0.04504, -1.27716, -1.02802], [-0.07995, -0.25631, -1.99064], [-0.32874, -0.57936, -3.33742], [-0.57720, -1.89434, -3.72819], [-0.40982, -2.86896, -2.78783], [-0.03682, -2.60097, -1.49197], [5.69484, 0.27087, -1.82640], [6.43259, -2.19926, -2.27346], [5.16273, -4.00438, -1.16321], [3.04147, -3.54686, -0.05916], [2.30693, -2.58743, 2.31141], [2.04158, -4.68098, 3.54017], [-0.08096, -5.99796, 3.31385], [-1.94434, -4.98252, 1.97283], [-1.64533, -2.82175, 0.89148], [0.01952, 0.76194, -1.70334], [-0.38368, 0.19495, -4.06385], [-0.78612, -2.13953, -4.73955], [-0.57575, -3.88057, -3.11410], [0.13423, -3.40009, -0.79235], [-0.92226, -0.18019, 1.44885], [-2.28747, -0.30100, 1.42820], [-3.13205, -0.71699, 0.38659], [-4.50402, -0.39100, 0.37448], [-5.06831, 0.42736, 1.37908], [-4.28371, 0.65751, 2.47679], [-2.95161, 0.27795, 2.50628], [-2.71015, -1.33011, -0.44918], [-5.12152, -0.78383, -0.43230], [-6.09197, 0.74633, 1.34125], [-4.64219, 1.17695, 3.31840], [-2.28210, 0.44441, 3.35614]],
  "forces_ev_per_angstrom": [[-0.2060, -0.6309, -0.1279], [-1.8471, 0.1118, -1.8935], [-1.0381, -0.3687, -0.3652], [0.4679, 2.0718, -0.4168], [-0.5129, -1.0754, -0.1683], [-0.7411, 1.5691, 0.5942], [0.3526, 0.0314, 1.1665], [0.7314, 0.6983, -1.8475], [1.6693, 0.6411, 0.3459], [-0.7206, -0.2823, 0.8724], [0.2676, 0.2365, 0.2389], [1.0741, -0.3266, 1.6656], [0.7866, -0.0865, -0.1210], [-0.2322, -0.9584, 0.5427], [-0.1328, -0.6793, 0.0623], [0.1782, -0.1686, -0.2168], [0.6148, -0.0461, 0.1256], [-0.0220, -0.2106, -0.6714], [-0.9665, -0.5407, 1.5039], [-0.1686, -0.3913, -0.7305], [0.5096, 0.3970, -0.7018], [-0.1329, -0.1282, 0.0709], [-0.4922, 0.7403, 0.5758], [0.8581, 0.5783, -0.9511], [-1.0838, -1.3600, 0.8201], [0.0284, -0.4264, -0.5386], [0.3014, -0.3059, -0.6005], [-0.6487, 0.6353, 0.1576], [-0.1028, -0.3645, 0.1745], [0.3893, -0.3374, 0.3021], [0.1715, 1.5511, -0.5732], [0.0066, -0.3266, 0.3585], [-0.3068, -0.8598, 0.3546], [-0.1297, 0.3798, 0.2225], [1.1165, -0.0319, -0.0906], [0.3035, -0.2572, -0.6986], [-0.1074, -1.4219, -0.3528], [-0.3167, -0.2554, 0.9788], [0.6737, 1.4313, 0.6304], [-0.0826, -1.1282, -0.1694], [-0.2380, 0.7918, 0.7229], [-0.3040, -0.7019, 0.3162], [0.4700, 0.3457, 0.0143], [0.2062, 0.4223, -0.1037], [0.5467, -0.0329, 0.2185], [0.1228, -0.0546, -0.0642], [-0.0063, -0.1787, -0.1176], [0.0646, 0.5302, -0.3088], [-0.2715, -0.4332, 0.0240], [-0.9063, 0.1239, -0.2922], [-0.0178, 0.4886, 0.1068], [-0.0324, 0.6796, -0.4277], [-0.2758, -0.1363, -0.7302], [0.1131, -0.4689, 0.1394], [0.0118, -0.2457, -0.0591], [-0.1904, 0.1618, -0.1176], [0.4743, 0.7533, -0.4590], [-0.5620, -0.9572, -1.2571], [0.6529, 0.2424, 0.1800], [0.1384, -1.2403, -1.0960], [1.2469, -0.0940, 0.1925], [0.0700, 0.0137, 0.9808], [-0.4176, 0.7206, 0.6930], [0.1182, 0.2457, 0.0321], [-0.3257, 0.0227, -0.0457], [-0.6465, 0.6018, 0.9429], [-0.5513, 0.2956, -0.0126]],
  "total_energy_ev": -64967.0015,
  "total_charge": -1,
  "homo_energy_ev": -3.33,
  "relative_energy_kj_mol": 46.89,
  "fmax_ev_per_a": 2.65,
  "orbital_gap_ev": 5.5103
}